Here is a structure of composition C26H38GeO3Zr in a non-equilibrium geometry from the OMol25 dataset. Energies are from wB97M-V/def2-TZVPD.

## Properties
frontier orbital gap (alpha / beta): 6.313 / 5.934 eV
net charge: +3
max |F|: 3.2 eV Å⁻¹
2S+1: 2
highest occupied orbital energy (alpha / beta): -17.11 / -17.91 eV
<S²>: 0.81

XYZ file:
```
69
Properties=species:S:1:pos:R:3:forces:R:3:lowdin_spin:R:1
Zr -0.15771 0.19852 -0.38223 -0.4177 -1.1504 -2.2652 0.0652
C 2.63766 -2.74274 -1.47569 -0.3973 0.5737 -0.4842 0.0000
C 2.54281 -1.31957 -2.02998 1.4691 -0.7261 1.1229 0.0006
C 2.63760 -1.26367 -3.55310 -0.3486 0.8438 0.8941 -0.0001
C 3.58720 -0.42261 -1.34104 -1.8131 0.9509 0.1983 0.0010
O 1.18541 -0.86725 -1.54619 -1.0373 0.8191 -0.8262 0.0030
Ge -0.47250 -1.23615 -2.80922 0.1303 0.2406 1.0318 0.0011
O -1.27670 -1.48238 -0.85881 0.7957 0.6502 -0.9425 0.0016
C -2.24663 -2.60660 -0.69516 -0.8681 -0.1631 0.5089 0.0003
C -3.37765 -2.47030 -1.70584 -1.1885 1.2918 -0.0213 0.0002
C -1.60956 -3.92198 -0.88030 2.3856 -2.0396 -0.4188 0.0000
C -2.77191 -2.49375 0.70316 -2.1381 1.7042 0.2426 0.0000
O -0.89999 0.98203 -2.06756 1.0474 -1.5780 2.0474 0.0042
C -1.62082 1.99552 -2.80355 1.0203 1.0545 -1.2948 0.0009
C -1.66117 3.27854 -1.98974 -1.3237 0.2421 0.1182 0.0004
C -2.97252 1.44017 -3.15516 -0.4778 -0.1156 -0.0990 0.0000
C -0.73620 2.28395 -4.04565 0.0316 0.3610 0.7263 0.0005
H 3.55571 -3.19026 -1.81648 0.4122 -0.2696 0.0339 0.0000
H 2.54892 -2.80698 -0.38381 0.0973 0.1477 -0.3109 0.0000
H 1.82109 -3.27376 -1.94378 -0.2631 -0.6563 0.0457 0.0000
H 3.65424 -1.46385 -3.89470 -0.0399 0.0608 0.1639 0.0000
H 2.00143 -2.00319 -4.01991 -0.3174 -0.1678 -0.2823 0.0000
H 2.36745 -0.23353 -3.82844 0.0765 -0.3036 -0.4271 0.0000
H 4.61204 -0.59761 -1.58462 0.5376 -0.5478 -0.4256 0.0000
H 3.37765 0.63028 -1.61975 0.1654 -0.3381 0.2335 0.0001
H 3.46810 -0.55600 -0.25744 0.1304 0.1707 -0.1451 0.0006
H -3.08303 -2.72493 -2.74441 0.0102 0.2238 0.4668 0.0000
H -4.17656 -3.22155 -1.43573 0.7193 0.9634 -0.2751 0.0001
H -3.81245 -1.39030 -1.67255 0.5224 -1.9447 -0.0959 0.0000
H -1.43592 -4.14302 -1.93822 -0.0995 -0.0300 -0.1263 0.0000
H -0.60270 -4.09064 -0.41409 -0.8154 0.6178 -0.0028 0.0000
H -2.20083 -4.77091 -0.49432 -0.1175 0.6408 -0.2053 0.0000
H -3.41714 -1.56634 0.70938 0.4016 -0.8061 0.2483 0.0000
H -3.44915 -3.32821 0.97155 0.5888 0.3892 -0.1632 0.0000
H -2.03608 -2.32944 1.46925 0.6225 -0.3706 0.2669 0.0000
H -2.47889 3.17571 -1.27640 0.0797 0.0029 0.5128 0.0000
H -0.71893 3.50934 -1.43366 -0.6566 0.1375 -0.9102 0.0003
H -2.08372 4.07653 -2.67235 1.1612 -0.5128 0.7756 0.0000
H -3.65195 1.27464 -2.28737 0.4952 0.3299 -0.5453 0.0000
H -3.45226 2.06842 -3.92717 0.0419 -0.2489 0.5503 0.0000
H -2.78565 0.47501 -3.61988 -0.2577 -0.2948 -0.2531 0.0001
H 0.11778 2.89139 -3.68232 -0.5684 0.0488 -0.5222 0.0000
H -0.25788 1.39711 -4.44350 -0.2910 -0.4754 -0.3463 0.0000
H -1.33405 2.78866 -4.82119 0.5441 -0.0745 0.2696 0.0001
C 4.12402 -0.44275 4.54932 0.2568 0.1681 1.5465 0.1262
C 4.63677 0.23192 3.44370 0.4843 1.0838 -1.0552 0.0137
C 3.80480 0.84224 2.50103 -0.1157 -0.7328 0.2230 0.0519
C 2.39938 0.60174 2.62846 -0.1255 -0.2403 -1.7724 0.0940
C 1.95115 -0.23956 3.65130 -2.0419 -0.4935 1.6703 0.0882
C 2.77615 -0.64201 4.69020 -1.0153 0.1851 -1.0234 0.0054
C 1.52941 1.00433 1.52504 0.4912 0.7116 2.4298 0.1107
C 0.14041 1.23668 1.48090 -0.3757 0.8586 1.4105 0.0722
C -0.74469 1.77273 2.48361 -0.2252 -1.0187 -0.4623 0.0850
C -2.12493 1.88337 2.12191 0.6548 0.6282 1.2299 0.0481
C -3.01742 2.51859 2.93485 -0.4318 0.4409 0.4796 0.0131
C -2.67560 2.78305 4.28016 -0.4259 0.0091 -0.4788 0.1236
C -1.35875 2.59147 4.68473 0.4674 0.5111 0.4747 0.0067
C -0.39016 2.24157 3.78329 1.1611 -0.1728 -0.6608 0.0718
H 4.68024 -0.74650 5.46076 0.4213 0.1890 -1.2421 0.0043
H 5.70908 0.31603 3.39127 0.1805 0.2558 -0.2281 -0.0008
H 4.08619 1.44965 1.61579 0.4943 -0.5150 0.9640 0.0009
H 0.87111 -0.52935 3.71153 0.9950 0.4243 -0.1668 0.0005
H 2.41436 -1.09894 5.59031 -0.3769 -0.3603 0.0273 -0.0016
H 2.12111 1.49767 0.76601 0.0882 -0.2803 -1.0568 0.0006
H -2.48629 1.49843 1.22026 -0.3314 -0.3664 -1.6248 0.0012
H -3.96471 2.87281 2.54139 -0.1600 -0.5454 0.1906 -0.0006
H -3.42805 3.16644 4.98672 0.4469 -0.1490 -0.4452 0.0046
H -1.07545 2.88099 5.68506 0.0582 -0.0241 0.1132 -0.0015
H 0.68733 2.36109 3.97037 -0.6243 -0.2180 0.3882 0.0015
```
Positions in Å, forces in eV/Å.

Here is a structure of composition C26H38N4O6PdSSi2Te from the OMol25 dataset. Energies are from wB97M-V/def2-TZVPD.

## Properties
frontier orbital gap: 5.391 eV
energy above the lowest of the compared OMol25 structures with the same formula, charge and spin: 9.0 kcal/mol
net charge: -2
max |F|: 0.8 eV Å⁻¹
highest occupied orbital energy: -1.44 eV

XYZ file:
```
79
Properties=species:S:1:pos:R:3:forces:R:3:mulliken_charge:R:1
Pd 0.43869 0.08084 -0.82447 -0.1211 -0.2855 -0.0764 -0.2303
C 3.38171 -0.99899 -2.25864 0.0076 -0.0488 0.0307 -0.4516
C 3.74486 0.42637 -2.05831 -0.0023 0.0495 -0.0313 0.0498
N 2.95915 1.34951 -1.56130 0.1996 0.0840 0.0739 0.1263
C 3.71394 2.50766 -1.53764 -0.0057 0.0487 0.1040 0.2442
C 4.97115 2.26433 -2.04475 0.0447 -0.0409 0.2030 0.0351
N 4.96304 0.93930 -2.36639 0.0538 0.0536 0.0164 -0.0503
C 6.23330 3.05050 -2.30717 -0.3227 0.1287 -0.7498 0.6641
O 6.17592 4.29111 -2.08097 0.1644 -0.0301 0.2120 -0.8010
O 7.15868 2.40790 -2.82791 0.1412 -0.0565 0.2817 -0.7780
C 3.17783 3.77145 -0.95479 -0.0973 0.1026 -0.3558 0.2704
O 3.94391 4.84376 -1.07456 -0.1062 -0.0479 0.1128 -0.6118
O 2.09194 3.82571 -0.41652 0.1144 -0.1137 -0.0800 -0.5933
H 2.44711 -1.16994 -1.72438 -0.0392 -0.0143 -0.0056 -0.4002
H 4.15253 -1.66314 -1.85900 0.0112 0.0129 -0.0209 0.3450
H 3.23136 -1.23517 -3.31432 -0.0305 -0.0029 0.0074 0.3139
H 5.78185 0.50182 -2.75854 -0.0213 -0.0285 -0.0189 0.2249
H 4.85212 4.64087 -1.52177 0.0972 -0.0341 0.0430 0.4776
C -6.92678 -2.82631 -0.19966 -0.0180 -0.0298 0.0197 -1.5107
C -5.95297 -1.97425 -0.96990 0.0359 0.0027 0.0486 0.8152
C -4.80463 -1.47794 -0.35884 0.0107 0.0292 -0.0307 -0.5609
C -3.87634 -0.72875 -1.06663 0.0188 -0.0006 -0.0224 -0.2104
C -4.09763 -0.46255 -2.41108 0.0127 -0.0412 0.0856 -0.3170
C -5.23522 -0.94967 -3.03472 -0.0463 0.0207 -0.0365 -0.5992
C -6.15779 -1.69661 -2.31611 0.0009 0.0278 -0.0342 -0.4649
S -2.89282 0.48051 -3.34500 0.0390 -0.0496 -0.1987 1.3242
O -3.03511 1.85580 -2.94316 -0.0490 -0.0075 0.0724 -0.7732
O -3.21809 0.18568 -4.73455 0.0610 -0.0092 -0.0055 -0.7436
N -1.49966 -0.05544 -2.84722 -0.0737 0.0324 -0.0892 -0.3988
C -1.11823 -1.34138 -3.02433 0.0560 0.0270 0.0968 0.3712
C -1.77062 -2.32670 -3.81001 0.0545 -0.0015 0.0217 -0.6324
C -1.27542 -3.60868 -3.83775 -0.0649 0.0120 -0.0401 -0.3945
C -0.13266 -3.93610 -3.11123 0.0202 0.0054 0.0133 -0.9706
C 0.45708 -2.92044 -2.38284 -0.0084 -0.0126 0.0290 -0.1000
N 0.00029 -1.67395 -2.32667 -0.1419 0.1968 0.0308 0.1536
H -6.79276 -2.70174 0.87545 -0.0023 0.0092 -0.0045 0.3556
H -6.78446 -3.88611 -0.42753 0.0005 0.0025 -0.0009 0.2793
H -7.96075 -2.57593 -0.44506 0.0082 0.0119 -0.0086 0.3819
H -4.62951 -1.68645 0.68827 0.0295 -0.0219 0.1118 0.2296
H -2.96559 -0.36803 -0.59683 -0.0190 0.0020 -0.0156 0.5306
H -5.37947 -0.74292 -4.08723 0.0147 -0.0043 0.0016 0.4616
H -7.04530 -2.07462 -2.81433 -0.0005 -0.0072 0.0133 0.3325
H -2.63739 -2.04833 -4.38930 -0.0040 0.0004 -0.0158 0.4375
H -1.78206 -4.36038 -4.43430 0.0102 -0.0071 0.0038 0.3582
H 0.28301 -4.93472 -3.10580 0.0010 0.0029 -0.0007 0.3693
H 1.34626 -3.11920 -1.79252 0.0165 0.0127 0.0095 0.4067
C -1.11695 -2.62666 1.06923 0.0114 0.0536 0.1098 0.1311
Si -1.06299 -1.77600 2.73594 0.0059 0.0059 -0.0591 0.0134
C -0.90850 -3.05507 4.11785 -0.0206 -0.0146 -0.0087 -1.0968
C -2.63306 -0.79321 3.05023 -0.0498 -0.0229 -0.0213 -0.9812
C 0.39529 -0.61705 2.84505 0.0296 -0.0945 0.0256 -0.8984
Te 0.29572 1.02501 1.44563 -0.0057 0.0975 0.0012 0.1169
C 2.30406 1.63705 1.90712 0.0997 -0.1340 0.0056 0.1042
Si 2.44547 3.11399 3.02767 -0.0917 0.0993 -0.0651 0.3025
C 1.43656 4.57098 2.44307 0.0113 0.0851 0.0724 -0.8608
C 1.84886 2.60995 4.74541 0.0321 -0.0046 0.0265 -1.0905
C 4.25253 3.62282 3.14566 0.0178 0.0142 0.0362 -1.0566
H -2.13765 -2.85218 0.74999 0.0010 -0.0146 -0.0142 0.3279
H -0.54534 -3.55857 1.06501 0.0185 0.0023 0.0177 0.3927
H -0.66661 -1.94169 0.33372 -0.0992 -0.0878 -0.0046 -0.6156
H -1.76494 -3.73548 4.12554 0.0060 -0.0021 -0.0017 0.2771
H -0.84687 -2.57534 5.09820 -0.0068 0.0019 -0.0038 0.2778
H -0.00545 -3.65511 3.97968 0.0001 -0.0035 0.0101 0.2970
H -3.49384 -1.46124 3.14264 -0.0375 0.0140 -0.0200 0.2943
H -2.83052 -0.09011 2.23757 -0.0026 -0.0081 -0.0244 0.3272
H -2.55727 -0.21148 3.97265 0.0235 -0.0142 0.0048 0.3368
H 1.31299 -1.16212 2.60814 0.0073 0.0340 -0.0032 0.4605
H 0.48095 -0.20642 3.85529 0.0210 0.0047 -0.0026 0.3834
H 2.75363 1.79354 0.92913 0.0305 0.0551 0.0083 -0.6920
H 2.77523 0.75808 2.35688 0.0000 0.0043 -0.0218 0.6235
H 0.37476 4.32040 2.39462 -0.0148 -0.0254 0.0158 0.2832
H 1.74786 4.86991 1.43984 -0.0191 -0.0100 0.1154 0.2932
H 1.55872 5.41449 3.12988 -0.0111 0.0082 0.0174 0.3438
H 0.81091 2.26917 4.70478 -0.0020 0.0019 -0.0211 0.2486
H 1.89970 3.45053 5.44329 0.0037 -0.0098 0.0012 0.2949
H 2.45682 1.79560 5.14874 -0.0062 -0.0088 0.0195 0.3003
H 4.62411 3.91980 2.16200 -0.0094 0.0084 -0.0063 0.2989
H 4.87441 2.79854 3.50401 0.0072 -0.0079 0.0020 0.2997
H 4.38695 4.46925 3.82581 -0.0004 -0.0073 -0.0124 0.2976
```
Positions in Å, forces in eV/Å.

Here is a structure of composition C26H38N5O8PTi in a non-equilibrium geometry from the OMol25 dataset. Energies are from wB97M-V/def2-TZVPD.

## Properties
frontier orbital gap (alpha / beta): 5.157 / 6.787 eV
energy above the lowest of the compared OMol25 structures with the same formula, charge and spin: 17.0 kcal/mol
max |F|: 1.4 eV Å⁻¹
2S+1: 3
highest occupied orbital energy (alpha / beta): -5.39 / -7.43 eV
<S²>: 2.02

XYZ file:
```
79
Properties=species:S:1:pos:R:3:forces:R:3:lowdin_spin:R:1
Ti -0.12602 -0.70736 0.96225 -1.3966 0.0391 0.3584 0.4178
C -0.37613 3.61256 2.00794 -0.0135 0.0813 0.0321 0.0291
C -0.01267 2.17828 1.80773 -0.2017 -0.1212 -0.0610 0.1987
N -0.90509 1.24846 1.42619 0.1994 0.1491 0.0360 0.1425
C -2.27361 1.70233 1.23405 0.1196 -0.0591 -0.0090 0.0130
C -3.17628 0.57199 0.72278 -0.0701 -0.1518 -0.0235 0.0002
N -2.46608 -0.70371 0.54424 0.2606 0.0799 -0.0048 -0.0007
C -3.11737 -1.84839 1.19362 0.0046 0.0588 -0.0932 -0.0001
C -2.85195 -1.79012 2.68413 0.0329 0.0163 0.1460 0.0019
N -1.44494 -1.44359 2.95244 0.2017 -0.0859 -0.1359 0.0091
C -0.65760 -2.46660 3.67680 -0.1104 0.1428 0.0141 0.0083
C 0.23463 -3.17954 2.67302 0.1313 -0.0307 -0.2151 0.0108
N 0.93959 -2.10403 2.00611 0.4655 -0.1386 0.2391 0.1285
C 2.18975 -1.76756 2.33380 -0.2320 -0.0668 0.0009 0.1874
C 3.22210 -2.72671 2.82711 0.0695 -0.0641 0.0482 0.0255
C 2.45339 -0.37879 2.23442 -0.1804 0.2224 0.0187 0.0937
C 3.66342 0.29308 2.51628 -0.0173 0.0155 0.0000 0.1863
C 3.64464 1.67721 2.54376 0.0971 0.0247 0.0247 0.0648
C 2.48090 2.39739 2.33163 -0.0985 -0.0111 -0.0038 0.1879
C 1.29451 1.67971 2.02922 0.0964 -0.1474 0.0937 0.0955
N 1.32333 0.32770 1.94573 0.6996 0.2956 0.0991 0.0790
H -1.14967 3.71779 2.77392 0.0131 0.0037 0.0033 0.0078
H -0.77398 4.06597 1.09546 0.0087 -0.0174 0.0159 0.0088
H 0.48387 4.19754 2.32422 -0.0059 -0.0183 0.0002 -0.0004
H -2.31427 2.53942 0.52855 0.0466 -0.0080 -0.0376 0.0029
H -2.67474 2.08674 2.17893 -0.0256 0.0108 0.0186 0.0045
H -3.63369 0.85471 -0.22367 -0.0269 0.0490 0.0092 -0.0001
H -4.00006 0.41230 1.41961 -0.0006 0.0161 0.0270 -0.0001
H -2.35672 -0.92099 -0.43915 -0.0213 0.0077 -0.0201 0.0006
H -2.68729 -2.74973 0.76519 0.0388 0.0062 -0.0008 0.0001
H -4.19524 -1.85319 0.99890 -0.0210 -0.0242 0.0176 -0.0001
H -3.09140 -2.75668 3.13032 -0.0321 0.0055 0.0198 0.0003
H -3.49927 -1.05435 3.16778 -0.0136 0.0302 -0.0354 0.0001
H -1.40771 -0.56379 3.44839 0.0411 -0.0223 0.0553 0.0026
H -1.30885 -3.14637 4.23239 -0.0120 -0.0389 -0.0281 0.0013
H -0.01532 -1.95349 4.39394 0.0005 -0.0053 0.0350 0.0007
H -0.36218 -3.73439 1.94571 -0.0307 0.0009 0.0074 0.0014
H 0.90379 -3.88161 3.17317 0.0081 0.0054 0.0352 -0.0004
H 2.95120 -3.75655 2.60297 -0.0031 0.0095 0.0048 0.0007
H 3.38822 -2.63330 3.90481 -0.0173 -0.0051 -0.0116 0.0085
H 4.17691 -2.52508 2.33821 -0.0191 0.0081 -0.0044 0.0058
H 4.56764 -0.26305 2.71272 -0.0003 0.0164 -0.0006 0.0121
H 4.56340 2.21223 2.75365 -0.0136 -0.0019 -0.0036 -0.0014
H 2.47933 3.47602 2.37974 0.0061 -0.0096 0.0003 0.0117
O 2.17374 -4.55359 -3.26904 0.1127 -0.1674 0.0467 0.0012
C 1.74473 -3.83282 -2.41583 -0.3524 0.4275 -0.1961 0.0005
C 2.36248 -2.48814 -1.96592 -0.0848 -0.3474 0.2356 0.0008
O 3.40178 -2.01774 -2.35847 0.0422 0.1115 -0.0920 0.0018
C 1.39856 -1.96653 -0.99650 0.3858 0.6077 -0.0930 0.0024
C 0.30891 -2.77572 -0.85907 -0.6406 -0.3489 0.0126 0.0010
O -0.66476 -2.36481 -0.08878 0.0689 -0.3340 -0.3206 0.0183
C 0.39362 -3.98309 -1.68031 0.4207 0.0128 0.2501 -0.0001
O -0.37532 -4.90950 -1.76888 -0.1301 -0.0303 -0.0765 -0.0008
O 1.40305 -0.83117 -0.34856 0.1947 -0.2487 -0.1609 0.0094
C -2.74880 1.93706 -4.06610 -0.0444 0.0151 -0.1246 0.0000
C -2.63285 1.62605 -2.59278 0.1472 0.0158 -0.0611 0.0005
O -1.33838 2.01854 -2.12091 -0.2827 0.1954 -0.1063 0.0010
P -0.34132 0.84876 -1.54130 -0.0434 -0.2084 0.0102 0.0075
O -0.06227 -0.08379 -2.81121 0.1195 0.0473 -0.1811 0.0024
C 0.76774 0.31812 -3.92860 0.0031 -0.0588 0.1561 0.0007
C 0.54278 -0.66910 -5.04400 0.0075 -0.0290 -0.0915 0.0002
O 0.98627 1.74288 -1.46801 0.0588 0.1298 0.0659 0.0002
C 1.05699 3.15643 -1.22446 -0.0410 -0.1799 0.0199 0.0027
C 1.51973 3.86368 -2.47376 0.0363 0.0941 -0.0677 0.0004
H -3.75333 1.70958 -4.42869 0.0151 -0.0003 0.0219 0.0000
H -2.03628 1.34592 -4.64243 0.0104 0.0005 0.0317 0.0000
H -2.54806 2.99375 -4.24658 -0.0042 -0.0142 0.0102 0.0000
H -2.79569 0.55520 -2.42606 0.0269 -0.0313 0.0290 0.0003
H -3.38485 2.17247 -2.02028 0.0191 0.0675 0.0213 0.0001
H 1.80353 0.31445 -3.58845 0.0136 -0.0145 -0.0196 0.0000
H 0.50668 1.33657 -4.22434 -0.0463 0.0072 -0.0242 0.0000
H 0.82826 -1.67540 -4.73612 0.0028 0.0196 0.0174 0.0000
H 1.14774 -0.39544 -5.91022 -0.0116 -0.0083 0.0174 0.0001
H -0.50637 -0.68540 -5.34398 0.0123 0.0038 -0.0048 0.0000
H 1.76322 3.28427 -0.40334 0.0351 0.0167 -0.0055 0.0022
H 0.08332 3.52891 -0.90673 -0.0138 0.0157 -0.0190 0.0006
H 2.46095 3.43996 -2.82542 -0.0134 -0.0060 0.0137 0.0000
H 1.67671 4.92499 -2.26822 -0.0099 -0.0166 -0.0043 0.0000
H 0.77501 3.77213 -3.26567 0.0084 -0.0111 0.0170 0.0001
```
Positions in Å, forces in eV/Å.